Arrangement a

DFT (the ωB97M-V functional and the def2-TZVPD basis) results for a cluster of 11 separate species, C44H65N11 in total.

```
! RIJCOSX wB97M-V def2-TZVPD def2/J DEFGRID3
* xyz 0 1
C -1.54 4.42 -4.72
H -2.13 -6.93 -1.17
H -3.39 -2.91 2.46
C -0.03 2.08 5.57
H -1.98 4.76 -5.65
H -4.06 -3.61 -3.99
H 6.42 0.32 -2.91
C 5.27 2.09 3.97
H -3.57 -3.88 0.33
H 2.83 -0.41 2.65
H 1.74 -2.06 4.02
H 0.43 -1.27 -0.02
N -2.43 4.37 6.78
H 3.69 3.34 3.09
H -4.79 -2.79 -0.30
H 5.45 0.38 -0.04
H -0.87 -0.11 -1.90
H -3.90 3.50 3.11
C 3.93 1.52 1.98
C -1.28 -0.50 -0.97
N 1.87 1.90 -1.48
C -2.21 3.48 1.70
H -0.93 -2.68 4.30
H 3.43 -1.53 -3.93
C 0.48 0.82 0.43
C 3.73 0.02 2.20
C -1.74 3.27 -4.01
H 6.42 1.63 -1.90
H 4.84 1.05 -2.38
H -0.82 -3.22 -2.67
C -4.29 -0.29 2.16
H -2.05 2.09 4.56
H -0.18 1.85 6.62
C -3.38 -1.53 -3.89
H -2.19 2.48 1.30
H -6.26 -2.82 -2.87
C 3.22 -0.71 -6.02
C -4.29 -2.85 1.86
H 0.51 -6.73 -0.68
H 3.90 -0.64 1.34
H 2.44 -3.36 1.79
C 0.28 -4.77 -1.74
C 1.45 -3.21 2.20
C 2.34 0.37 -6.37
C -1.30 4.57 1.38
C -0.48 5.13 -4.04
H -3.80 0.59 -3.19
N -3.62 0.63 2.08
N -0.83 -4.12 -2.20
N 6.27 1.96 4.51
C -5.07 -1.58 2.18
N -0.11 4.41 -2.94
C 5.99 -0.11 -0.85
C 3.14 -0.75 -4.62
H -4.83 -3.77 2.09
H -0.44 0.03 4.68
H -0.21 1.59 0.78
H 5.86 -2.04 -1.75
C 5.39 -1.54 -0.91
C 3.96 -1.63 -1.20
H -2.40 -1.57 -4.32
H -1.74 -3.93 2.04
C -5.39 -2.24 -3.14
H 4.51 -0.22 2.92
C 5.83 0.73 -2.09
C -1.32 2.74 5.05
C -4.07 -0.44 -3.36
H -2.11 0.17 -0.78
H -2.44 2.48 -4.27
C 0.28 0.86 4.66
N -5.27 -0.86 -2.89
C 1.98 0.98 -5.25
C -0.28 -2.89 3.47
H 0.85 2.73 5.53
H 5.55 -2.07 0.03
C -0.30 -0.49 0.16
H -5.93 -0.28 -2.39
H 1.27 0.50 4.94
H 7.05 -0.22 -0.60
H 0.00 6.07 -4.27
H -0.96 3.45 4.31
H 4.91 1.59 1.51
N 0.36 -3.79 1.57
H 0.61 4.61 -2.27
C -1.93 3.67 6.00
H 3.11 2.03 3.94
H -0.63 2.50 -2.20
C -3.95 -2.86 0.40
H -1.67 -1.49 -1.21
H -0.90 -0.84 1.00
H 3.78 -1.21 -6.79
C -0.12 -5.98 -1.15
H 2.44 0.58 -3.18
H 1.40 1.85 -4.97
H -3.21 5.87 3.59
H 0.40 1.09 3.60
H 1.15 0.61 1.26
H 1.22 -4.32 -2.01
N 2.51 0.32 -4.16
H -1.14 6.64 2.33
C 3.94 2.29 3.28
H 3.14 1.80 1.28
H -5.86 -1.40 1.45
C -1.54 -6.05 -1.40
C 1.06 -2.62 3.39
N -2.70 5.32 2.92
H -0.55 4.44 0.62
C -0.81 3.22 -2.98
H -5.46 -1.64 3.20
C -1.93 -4.92 -2.03
C -4.20 -2.58 -3.69
C -1.60 5.67 2.21
C -3.08 3.99 2.62
H 0.43 -4.30 0.70
C 1.28 1.43 -0.62
H 2.19 0.69 -7.39
H -3.17 -2.16 0.08
C -0.76 -3.54 2.30
H -2.90 -4.61 -2.40
N 2.79 -1.70 -1.39
*
```

Properties
Frontier orbital gap (eV): 8.1
Structure (SMILES): c1cc[nH]c1.c1cc[nH]c1.c1cc[nH]c1.c1cc[nH]c1.c1cc[nH]c1.c1cc[nH]c1.CCCC#N.CCCC#N.CCCC#N.CCCC#N.CCCC#N
Molecular weight (g mol⁻¹): 748.081

***

Arrangement b

DFT (the ωB97M-V functional and the def2-TZVPD basis) results for a cluster of 11 separate species, C44H65N11 in total.

```
! RIJCOSX wB97M-V def2-TZVPD def2/J DEFGRID3
* xyz 0 1
H 26.67 17.70 25.71
C 28.67 15.29 30.36
C 31.09 17.01 35.02
H 26.87 18.92 24.53
H 31.83 15.55 30.32
N 30.63 23.70 34.60
C 33.26 20.21 40.11
C 30.42 20.91 30.98
C 32.77 22.82 27.96
C 25.01 18.07 29.51
H 25.28 15.40 33.34
H 26.01 19.31 27.46
H 28.73 21.08 36.07
H 32.28 24.39 26.54
H 29.58 23.99 36.46
H 31.91 19.65 38.50
C 33.41 20.91 37.68
C 23.74 18.05 33.07
H 27.65 15.61 30.28
C 32.66 21.01 36.43
N 29.79 16.23 33.41
C 34.18 17.95 30.97
C 30.37 20.60 32.32
H 29.59 15.84 32.50
C 34.22 22.60 27.58
H 31.06 21.04 33.03
C 24.80 17.82 34.05
C 31.00 24.54 33.58
H 24.43 19.57 24.80
C 25.90 16.03 32.70
N 32.07 21.10 35.45
C 28.90 19.28 31.24
H 31.19 13.34 31.18
H 24.67 17.95 24.20
C 27.64 19.90 37.48
H 32.61 22.66 29.04
N 26.68 16.52 37.30
H 28.33 15.24 34.61
H 31.00 21.62 30.41
H 25.39 16.10 31.74
C 29.09 14.01 30.82
H 29.27 19.04 33.39
C 29.78 16.04 30.04
C 29.44 19.57 32.46
N 34.82 23.64 25.26
C 29.97 16.38 35.61
C 29.25 15.80 34.59
C 32.47 20.52 38.84
H 32.74 24.97 28.13
H 25.27 19.01 29.98
C 26.35 19.10 37.65
H 30.89 26.71 33.40
C 23.53 16.68 28.59
H 27.55 20.81 38.09
H 24.95 18.75 34.60
H 29.51 26.58 35.67
H 32.62 19.78 40.87
H 33.73 21.11 40.51
H 29.92 17.00 29.59
H 34.87 23.05 28.35
N 30.86 15.27 30.38
H 25.96 19.21 38.66
C 30.47 14.04 30.80
C 26.54 17.65 37.46
C 27.94 19.70 26.98
H 31.55 17.20 32.81
H 26.38 18.13 32.61
H 28.29 18.49 30.83
H 31.78 21.36 38.93
H 31.94 17.48 35.49
C 26.27 18.68 25.41
C 26.53 19.64 26.57
H 24.47 17.04 34.75
C 30.01 24.43 35.57
C 25.73 17.06 28.93
C 24.79 18.57 25.08
H 28.47 19.45 38.04
H 28.38 13.24 31.05
N 23.68 17.83 29.32
H 32.12 22.03 27.58
C 32.18 24.19 27.60
H 29.73 16.22 36.65
H 25.02 15.21 27.93
N 29.53 20.12 30.34
C 24.77 16.12 28.44
H 25.62 19.40 36.90
N 33.95 16.81 29.09
H 33.82 21.91 37.84
C 26.09 17.39 33.36
C 32.92 18.29 30.39
H 28.65 19.39 35.64
C 32.82 17.58 29.23
H 26.83 15.49 32.51
H 22.93 18.38 29.71
H 34.56 18.29 31.92
C 28.06 20.22 36.05
H 34.23 20.20 37.58
C 34.57 23.20 26.29
H 29.48 20.10 29.33
H 26.89 17.35 34.10
H 26.81 17.04 28.85
C 30.63 25.81 33.92
H 27.19 20.43 35.43
H 31.14 24.23 27.93
C 30.95 16.92 33.66
H 35.73 16.54 30.26
H 34.07 19.52 39.85
H 26.32 20.68 26.31
H 32.04 17.46 28.50
H 24.22 18.24 25.95
H 31.36 24.08 32.67
N 29.04 19.66 27.32
C 34.80 17.06 30.13
H 34.47 21.55 27.47
H 32.18 18.92 30.84
C 30.00 25.74 35.20
H 22.56 16.24 28.45
N 22.96 18.16 32.23
H 30.57 22.70 34.54
H 34.03 16.13 28.35
*
```

Properties
Frontier orbital gap (eV): 8.3
Structure (SMILES): c1cc[nH]c1.c1cc[nH]c1.c1cc[nH]c1.c1cc[nH]c1.c1cc[nH]c1.c1cc[nH]c1.CCCC#N.CCCC#N.CCCC#N.CCCC#N.CCCC#N
Molecular weight (g mol⁻¹): 748.081

***

It comes down to arrangement b, which is 220.2 kJ/mol more stable than the next structure.

***

Arrangement a

DFT (the ωB97M-V functional and the def2-TZVPD basis) results for a cluster of 2 separate species, C3H3NO2 in total.

```
! RIJCOSX wB97M-V def2-TZVPD def2/J DEFGRID3
* xyz 0 1
N 0.36 -1.35 0.20
O -1.03 -1.24 0.09
C 0.81 -0.09 0.19
H -0.16 1.89 0.05
O 2.06 0.33 0.40
H -2.42 0.28 -0.01
C -1.36 0.05 0.00
C -0.26 0.83 0.01
H 1.99 -0.70 -0.95
*
```

Properties
Frontier orbital gap (spin up / spin down) (eV): 7.7 / 7.7
Molecular weight (g mol⁻¹): 85.062

***

Arrangement b

DFT (the ωB97M-V functional and the def2-TZVPD basis) results for a cluster of 2 separate species, C3H3NO2 in total.

```
! RIJCOSX wB97M-V def2-TZVPD def2/J DEFGRID3
* xyz 0 1
O 1.23 -1.44 1.28
H -1.31 0.98 -1.62
C -0.07 -0.17 -0.02
C -0.94 0.63 -0.75
N 1.00 -1.10 0.14
C -1.21 0.53 0.53
O 1.59 -1.38 -0.86
H 1.79 1.44 0.11
H -2.08 0.52 1.19
*
```

Properties
Frontier orbital gap (spin up / spin down) (eV): 7.0 / 10.0
Molecular weight (g mol⁻¹): 85.062

***

It comes down to arrangement a, which is 421.9 kJ/mol more stable than the next structure.

***

Arrangement a

DFT (the ωB97M-V functional and the def2-TZVPD basis) results for an isolated molecule of C3H3NO2.

```
! RIJCOSX wB97M-V def2-TZVPD def2/J DEFGRID3
* xyz 0 1
C 1.36 -0.15 -0.47
N 2.25 -0.42 -1.16
O -1.21 -1.26 -0.83
H 0.56 0.26 1.43
O -0.25 1.53 0.09
H -0.50 1.55 -0.84
C 0.22 0.24 0.39
C -0.96 -0.73 0.22
H -1.61 -0.83 1.11
*
```

Properties
Frontier orbital gap (eV): 10.8
Structure (SMILES): N#C[C@@H](O)C=O
Molecular weight (g mol⁻¹): 85.062

***

Arrangement b

DFT (the ωB97M-V functional and the def2-TZVPD basis) results for a cluster of 3 separate species, C3H3NO2 in total.

```
! RIJCOSX wB97M-V def2-TZVPD def2/J DEFGRID3
* xyz 0 1
C 1.47 0.34 0.68
H 2.29 0.16 -0.04
N -2.12 0.93 -1.60
H 0.00 0.73 -0.98
H 1.23 1.40 0.89
O 0.85 -0.56 1.19
C -1.13 -1.54 -0.05
O -1.87 -1.95 0.70
C -1.02 0.82 -1.27
*
```

Properties
Frontier orbital gap (eV): 10.9
Molecular weight (g mol⁻¹): 85.062

***

It comes down to arrangement a, which is 96.1 kJ/mol more stable than the next structure.

***

Arrangement a

DFT (the ωB97M-V functional and the def2-TZVPD basis) results for a cluster of 2 separate species, C3H3NO2 in total.

```
! RIJCOSX wB97M-V def2-TZVPD def2/J DEFGRID3
* xyz 0 1
O 0.08 -0.87 1.02
C 0.09 -0.38 -0.21
H -0.14 -0.17 -2.17
H -0.61 -0.16 2.87
C 0.74 1.59 -0.29
H -0.24 -1.91 -1.72
C -0.11 -0.83 -1.39
N 0.91 2.65 0.00
O -0.71 0.08 1.88
*
```

Properties
Frontier orbital gap (eV): 9.9
Molecular weight (g mol⁻¹): 85.062

***

Arrangement b

DFT (the ωB97M-V functional and the def2-TZVPD basis) results for an isolated molecule of C3H3NO2.

```
! RIJCOSX wB97M-V def2-TZVPD def2/J DEFGRID3
* xyz 0 1
C 0.88 0.93 1.04
N -0.13 0.19 0.47
C 1.54 -0.42 -1.25
C 0.01 -0.48 -0.80
O 2.03 0.46 -0.59
O 0.77 -0.42 1.48
H -0.45 0.31 -1.43
H -0.51 -1.43 -0.85
H 0.91 1.77 1.68
*
```

Properties
Frontier orbital gap (spin up / spin down) (eV): 8.1 / 8.4
Molecular weight (g mol⁻¹): 85.062

***

It comes down to arrangement b, which is 28.2 kJ/mol more stable than the next structure.

***

Arrangement a

DFT (the ωB97M-V functional and the def2-TZVPD basis) results for a cluster of 2 separate species, C7H7NO2 in total.

```
! RIJCOSX wB97M-V def2-TZVPD def2/J DEFGRID3
* xyz 0 1
C 1.77 -0.37 0.65
O -1.16 1.28 -2.20
H 2.52 -1.22 0.57
H -0.34 -1.43 -1.78
N -0.71 -0.61 0.51
C -1.50 0.76 2.68
H 1.97 0.54 0.07
O -2.94 1.80 -0.88
H 1.53 -1.31 -1.83
C -1.99 1.57 -1.49
H 0.72 -2.68 -0.84
H 1.69 0.03 1.67
C -0.99 1.49 1.63
C -0.96 0.12 1.56
C 0.43 -0.73 0.01
H -0.68 2.33 0.90
C 0.64 -1.56 -1.23
*
```

Properties
Frontier orbital gap (eV): 8.5
Structure (SMILES): CC(C)=NC1=C=C1.O=C=O
Molecular weight (g mol⁻¹): 137.138

***

Arrangement b

DFT (the ωB97M-V functional and the def2-TZVPD basis) results for an isolated molecule of C7H7NO2.

```
! RIJCOSX wB97M-V def2-TZVPD def2/J DEFGRID3
* xyz 0 1
C 1.78 1.00 -0.11
C -2.87 -0.23 0.04
C 2.43 -0.29 0.00
C -2.03 -1.34 -0.06
N -0.73 -0.93 -0.06
H -2.33 -2.39 -0.21
C -0.72 0.44 -0.01
C -2.04 0.86 0.06
H -2.34 1.93 0.22
H 4.00 -1.14 0.18
H 0.19 2.30 0.02
C 0.44 1.24 -0.01
H 2.45 1.89 -0.15
H 0.09 -1.52 -0.13
O 3.78 -0.20 0.01
H -3.97 -0.25 0.14
O 1.89 -1.39 0.09
*
```

Properties
Frontier orbital gap (eV): 8.1
Structure (SMILES): O=C(O)/C=C\c1ccc[nH]1
Molecular weight (g mol⁻¹): 137.138

***

It comes down to arrangement b, which is 465.4 kJ/mol more stable than the next structure.

***

Arrangement a

DFT (the ωB97M-V functional and the def2-TZVPD basis) results for an isolated molecule of C7H7NO2.

```
! RIJCOSX wB97M-V def2-TZVPD def2/J DEFGRID3
* xyz 0 1
H -1.59 -1.75 -1.16
C -0.39 1.00 1.46
C 1.40 -0.49 -0.39
H 2.30 2.28 0.51
O 0.28 -0.94 -2.40
H -0.11 0.78 -1.15
H 1.49 -1.38 0.27
O 2.34 0.12 -0.82
H 1.04 -0.51 -2.71
H -2.51 -1.53 0.89
H -2.23 0.38 2.47
C -1.77 -0.71 0.64
C -1.50 0.26 1.60
C 0.70 1.56 1.17
C 0.02 -0.33 -1.14
N 1.70 2.24 1.28
C -1.17 -0.99 -0.54
*
```

Properties
Frontier orbital gap (spin up / spin down) (eV): 8.0 / 8.0
Structure (SMILES): N=C=C=C/C=C\[C@H](O)C=O
Molecular weight (g mol⁻¹): 137.138

***

Arrangement b

DFT (the ωB97M-V functional and the def2-TZVPD basis) results for a cluster of 2 separate species, C7H7NO2 in total.

```
! RIJCOSX wB97M-V def2-TZVPD def2/J DEFGRID3
* xyz 0 1
C -0.11 -2.20 -0.08
H -0.45 0.37 -1.83
H -1.51 1.89 0.12
C -1.22 1.18 0.80
H -0.32 -1.26 1.91
C 2.28 0.99 -0.68
O -0.11 -2.03 -2.50
H 0.16 -3.17 0.07
N -0.75 -0.28 -1.14
O -1.18 1.45 2.14
C -0.73 0.01 0.28
C -0.33 -1.28 0.89
H 1.22 2.77 0.27
C -0.28 -1.62 -1.37
H 2.86 0.33 -1.30
C 1.77 2.08 -0.33
H -1.31 0.76 2.76
*
```

Properties
Frontier orbital gap (eV): 8.1
Structure (SMILES): O=C1C=C/C(=C\O)N1.C#C
Molecular weight (g mol⁻¹): 137.138

***

It comes down to arrangement b, which is 48.5 kJ/mol more stable than the next structure.

***

Arrangement a

DFT (the ωB97M-V functional and the def2-TZVPD basis) results for an isolated molecule of CH6N2O2.

```
! RIJCOSX wB97M-V def2-TZVPD def2/J DEFGRID3
* xyz 0 1
H 2.17 0.81 -0.11
H 0.53 -0.16 1.42
H -1.58 -1.63 -0.17
H -1.99 1.33 0.53
O -1.76 -0.71 -0.38
C -0.65 0.11 -0.19
N 0.43 -0.53 0.47
H 2.31 -0.84 -0.37
H -0.10 0.34 -1.17
O -1.04 1.33 0.37
N 1.67 -0.04 -0.41
*
```

Properties
Frontier orbital gap (eV): 10.6
Structure (SMILES): NNC(O)O
Molecular weight (g mol⁻¹): 78.071

***

Arrangement b

DFT (the ωB97M-V functional and the def2-TZVPD basis) results for a structure of composition CH6N2O2.

```
! RIJCOSX wB97M-V def2-TZVPD def2/J DEFGRID3
* xyz 0 1
N 1.03 -0.37 -0.05
N -2.32 -0.84 0.25
H -2.64 0.12 0.19
H 2.09 3.30 -0.39
H 2.23 2.60 -0.08
O 3.27 0.23 0.20
H -0.72 -1.06 -0.32
C 2.21 -0.18 -0.02
H -2.43 -1.14 1.21
H -2.92 -1.41 -0.32
O 0.20 -1.26 -0.67
*
```

Properties
Frontier orbital gap (eV): 9.7
Molecular weight (g mol⁻¹): 78.071

***

Arrangement c

DFT (the ωB97M-V functional and the def2-TZVPD basis) results for a cluster of 3 separate species, CH6N2O2 in total.

```
! RIJCOSX wB97M-V def2-TZVPD def2/J DEFGRID3
* xyz 0 1
N 0.09 -1.44 -0.18
H -0.44 1.38 -0.53
H -0.86 -1.38 -0.22
H 0.55 -1.25 0.72
H -2.66 2.04 0.90
O -0.88 2.11 -0.12
C -3.24 -0.52 -0.65
H 0.42 -2.33 -0.52
O -3.98 -1.24 -0.21
H -1.13 1.76 1.80
N -1.61 1.61 0.95
*
```

Properties
Frontier orbital gap (eV): 10.3
Molecular weight (g mol⁻¹): 78.071

***

It comes down to arrangement a, which is 64.1 kJ/mol more stable than the next structure.

***

Arrangement a

DFT (the ωB97M-V functional and the def2-TZVPD basis) results for the ion C5H12NO with charge -1.

```
! RIJCOSX wB97M-V def2-TZVPD def2/J DEFGRID3
* xyz -1 1
H 2.22 0.57 0.13
C 0.26 0.82 -0.78
N 0.83 0.42 1.60
H -2.82 -0.30 0.36
H -1.62 0.80 1.03
H 0.00 1.82 -0.44
H 1.56 -0.02 2.15
H 0.02 -0.16 1.80
C -1.12 0.16 -0.98
H 0.77 0.85 -1.75
H -2.72 1.37 -0.15
C 1.46 -1.41 0.00
H 2.12 -1.43 -0.93
H 0.52 -1.89 -0.38
H -1.05 -0.90 -1.19
O 2.00 -1.98 1.09
H -1.51 0.64 -1.89
C -2.12 0.50 0.12
C 1.21 0.14 0.20
*
```

Properties
Frontier orbital gap (eV): 6.4
Structure (SMILES): CCC[C@@H](N)C[O-]
Molecular weight (g mol⁻¹): 102.157

***

Arrangement b

DFT (the ωB97M-V functional and the def2-TZVPD basis) results for a structure of composition C5H12NO.

```
! RIJCOSX wB97M-V def2-TZVPD def2/J DEFGRID3
* xyz -1 1
O 3.44 1.26 0.51
H 0.05 -1.48 1.71
H 2.07 -1.21 0.42
H -1.53 0.83 -2.79
H -0.65 -0.54 -2.33
C -0.70 0.54 -2.14
H 0.17 1.09 -2.51
N -0.83 -0.66 0.08
H -0.24 1.36 -0.18
C 0.10 -0.52 1.20
H 1.61 0.48 -0.16
H 1.80 1.65 1.61
C 1.56 -0.31 0.76
H -0.27 0.32 1.84
H -3.13 -2.98 0.76
C 2.31 0.95 0.92
H -1.88 1.17 -0.44
C -0.91 0.60 -0.61
H -2.96 -2.55 1.34
*
```

Properties
Frontier orbital gap (eV): 5.8
Molecular weight (g mol⁻¹): 102.157

***

It comes down to arrangement a, which is 350.0 kJ/mol more stable than the next structure.